{
  "formula": "C36H99ClFN9O9Pd",
  "method": "the ωB97M-V functional and the def2-TZVPD basis",
  "species": ["Pd", "Cl", "F", "C", "C", "C", "O", "C", "N", "H", "H", "H", "H", "H", "H", "H", "H", "H", "H", "H", "C", "C", "C", "O", "C", "N", "H", "H", "H", "H", "H", "H", "H", "H", "H", "H", "H", "C", "C", "C", "O", "C", "N", "H", "H", "H", "H", "H", "H", "H", "H", "H", "H", "H", "C", "C", "C", "O", "C", "N", "H", "H", "H", "H", "H", "H", "H", "H", "H", "H", "H", "C", "C", "C", "O", "C", "N", "H", "H", "H", "H", "H", "H", "H", "H", "H", "H", "H", "C", "C", "C", "O", "C", "N", "H", "H", "H", "H", "H", "H", "H", "H", "H", "H", "H", "C", "C", "C", "O", "C", "N", "H", "H", "H", "H", "H", "H", "H", "H", "H", "H", "H", "C", "C", "C", "O", "C", "N", "H", "H", "H", "H", "H", "H", "H", "H", "H", "H", "H", "C", "C", "C", "O", "C", "N", "H", "H", "H", "H", "H", "H", "H", "H", "H", "H", "H"],
  "coordinates": [[11.22517, -3.96434, 15.04762], [9.69962, -2.16801, 16.09577], [12.56631, -5.55485, 14.32422], [15.16366, 1.28964, 19.08284], [15.29957, -0.17937, 19.39167], [14.38921, -0.56566, 20.59635], [14.84605, 0.07491, 21.79077], [13.93818, -0.07416, 22.88474], [14.77433, -0.91163, 18.26014], [15.87591, 1.47113, 18.27794], [15.36371, 1.92287, 19.94719], [14.14236, 1.54665, 18.80176], [16.34557, -0.47769, 19.46225], [14.32501, -1.64946, 20.69312], [13.38373, -0.19911, 20.38963], [14.28120, 0.47297, 23.76287], [13.87493, -1.10329, 23.23829], [12.97017, 0.36297, 22.63981], [13.77234, -0.78479, 18.26265], [15.21518, -0.61153, 17.40241], [12.97380, -0.45211, 14.93695], [12.31360, -1.19698, 13.71097], [12.81591, -0.69599, 12.31012], [12.27578, -1.54100, 11.31643], [12.90093, -1.49408, 10.07642], [12.55349, -2.58638, 13.80040], [12.73105, 0.60976, 14.89670], [14.04011, -0.66691, 14.86673], [12.52605, -0.87122, 15.83803], [11.24456, -1.01891, 13.82737], [13.90260, -0.66539, 12.38936], [12.50603, 0.32114, 12.07027], [13.00912, -0.54018, 9.56021], [12.29805, -2.09860, 9.39879], [13.88293, -1.95191, 10.19546], [12.54721, -2.86653, 12.83006], [13.55588, -2.66767, 13.89368], [10.17314, -6.60019, 18.60610], [10.62321, -5.43393, 17.70443], [12.16735, -5.24384, 17.62556], [12.46969, -4.07524, 16.83249], [13.82175, -3.62730, 17.17796], [10.15917, -5.57344, 16.36729], [10.70663, -7.48712, 18.26427], [9.10198, -6.80078, 18.58374], [10.48024, -6.40297, 19.63319], [10.14647, -4.49651, 17.99092], [12.64819, -6.17597, 17.32888], [12.54233, -5.05996, 18.63239], [13.94003, -2.78879, 16.49165], [14.58691, -4.36650, 16.94086], [13.94024, -3.38720, 18.23456], [10.42782, -6.50177, 16.07382], [9.15507, -5.64239, 16.45174], [7.08241, 1.09959, 16.67541], [5.71674, 1.65406, 16.18995], [4.71048, 0.55348, 15.72873], [3.45530, 1.20369, 15.44996], [2.41426, 0.22862, 15.58724], [5.09354, 2.34629, 17.29193], [7.59954, 0.61787, 15.84558], [6.98359, 0.44604, 17.54213], [7.67986, 1.96223, 16.97041], [5.91015, 2.39155, 15.41098], [4.64440, -0.29412, 16.41087], [5.15776, 0.05329, 14.86975], [2.35821, -0.08146, 16.63071], [2.63097, -0.66463, 15.00138], [1.41413, 0.54141, 15.28725], [4.16954, 2.51342, 16.91992], [5.13189, 1.69011, 18.05878], [12.00555, -2.98196, 21.53604], [10.78661, -3.66261, 22.04375], [9.58666, -3.58432, 21.07765], [9.01465, -2.27303, 21.11636], [7.90228, -2.17329, 20.24252], [11.20844, -5.00700, 22.39688], [12.35117, -3.46716, 20.62323], [12.79090, -2.91022, 22.28851], [11.78859, -1.94000, 21.30081], [10.41544, -3.24680, 22.98047], [8.80217, -4.28643, 21.35997], [9.87996, -3.78087, 20.04642], [7.34511, -3.11004, 20.22987], [8.37196, -2.05464, 19.26609], [7.17968, -1.38203, 20.44216], [11.57443, -5.50244, 21.59645], [11.97422, -5.04989, 23.05403], [8.93464, 5.01059, 11.46712], [9.53261, 4.17298, 12.75552], [10.73562, 3.27929, 12.33914], [10.38374, 2.36122, 11.29862], [9.38259, 1.41171, 11.72374], [9.91784, 5.14274, 13.75058], [8.25998, 4.32639, 10.95255], [9.71444, 5.39879, 10.81188], [8.26927, 5.84415, 11.69199], [8.70978, 3.56835, 13.13694], [11.04605, 2.75908, 13.24531], [11.64309, 3.84270, 12.12197], [8.41613, 1.87441, 11.92371], [9.63004, 0.83631, 12.61581], [9.29685, 0.56155, 11.04701], [10.71104, 5.66363, 13.40472], [9.16085, 5.81135, 13.74570], [5.94153, -3.25983, 16.36354], [5.37183, -4.66178, 16.41711], [6.34456, -5.84239, 16.37186], [7.24676, -5.81981, 15.18511], [6.59789, -5.95350, 13.90989], [4.69644, -4.82291, 17.64974], [5.11960, -2.54480, 16.32807], [6.68407, -3.15473, 15.57253], [6.51330, -3.22773, 17.29098], [4.65381, -4.66549, 15.59703], [5.84783, -6.81224, 16.34451], [7.02003, -5.78271, 17.22526], [5.88409, -6.77721, 13.91916], [7.33088, -6.13676, 13.12424], [6.02142, -5.10723, 13.53624], [4.43399, -5.78124, 17.83086], [3.90102, -4.20089, 17.62748], [10.93299, 1.02015, 20.13538], [10.71430, 0.67483, 18.63065], [11.06211, 1.74800, 17.67710], [10.19413, 2.88394, 17.94606], [10.31040, 4.02165, 17.13122], [11.49231, -0.52488, 18.38980], [10.29448, 1.85175, 20.43342], [11.96513, 1.28901, 20.36014], [10.73914, 0.16109, 20.77768], [9.67494, 0.47571, 18.36956], [10.99565, 1.44945, 16.63089], [12.10515, 2.03105, 17.81872], [11.31684, 4.43275, 17.05252], [9.73360, 4.78927, 17.64714], [9.94052, 3.97079, 16.10716], [11.21211, -1.30283, 18.96980], [11.05330, -0.79403, 17.52094], [10.53391, -4.47653, 11.43433], [9.60369, -3.58497, 12.29760], [8.17791, -3.41562, 11.72780], [7.23412, -2.71343, 12.55212], [7.32749, -1.33853, 12.70257], [9.51872, -4.26770, 13.56044], [10.26903, -5.53322, 11.39779], [11.55570, -4.44695, 11.81275], [10.49884, -4.21259, 10.37735], [10.08022, -2.63969, 12.55738], [7.72114, -4.39077, 11.55883], [8.20650, -2.92568, 10.75453], [8.38992, -1.15880, 12.86702], [6.65977, -1.02380, 13.50456], [7.05122, -0.83190, 11.77785], [8.84941, -3.70891, 14.07024], [9.08974, -5.16118, 13.36608]],
  "forces_ev_per_a": [[-0.1114, -1.0955, -0.6992], [0.0155, -0.0740, -0.2597], [-0.5823, 0.5929, 0.2059], [0.4698, 0.5683, 0.6946], [-1.2195, -0.0793, 0.2698], [0.9243, 0.6109, 0.0076], [-0.1344, -0.3110, 0.3596], [0.4699, 0.3143, -0.1552], [0.1929, -1.1418, 0.2789], [-0.1854, 0.5959, -0.0910], [0.4480, 0.0741, 0.0040], [-0.0112, -0.2503, -0.3544], [0.0381, 0.1133, 0.7611], [0.2132, -0.1935, 0.1818], [-0.1397, -0.0570, -0.2747], [0.4767, 0.2732, -0.2979], [-0.2950, -0.2584, -0.3564], [-0.3048, -0.3429, -0.1435], [-0.3981, 0.1447, -0.6876], [-0.3091, 0.1249, -0.1164], [-0.8843, -0.8736, -1.6508], [-0.3565, 2.9975, 0.3353], [-0.7028, 0.5915, 1.1857], [-0.3954, 0.2614, 0.7680], [0.4341, -0.8696, -0.7795], [0.7860, -1.1819, -0.5167], [0.3372, 0.0350, 0.0163], [0.1971, 0.3608, 0.3735], [0.2176, -0.0099, 0.0628], [-0.2111, -0.0180, -0.2886], [0.4497, -0.4609, -0.5448], [-0.1303, 0.2888, 0.3242], [-0.1216, 0.5469, 0.5945], [0.0835, -0.2091, 0.0772], [0.2923, 0.0114, -0.3890], [-0.9136, -0.9324, -0.4340], [0.5476, -0.5278, 1.0472], [1.0743, 0.5027, -0.1389], [0.7678, 0.6637, 0.7993], [-1.3101, 0.4539, 0.9975], [1.4365, -1.2736, 2.1484], [-0.7043, -0.0063, -1.3239], [-0.4966, -0.7676, -1.0248], [-0.0902, -0.2717, 0.0813], [0.0060, 0.2244, -0.1149], [-0.1343, -0.1114, 0.1296], [0.3604, 0.2074, 0.6497], [0.1449, 0.1112, -0.8246], [0.0078, 0.1672, 0.2535], [0.3430, 0.1919, 0.5958], [-0.2175, -0.3508, -0.2555], [-0.4511, 0.3742, -0.1767], [0.3307, -0.2415, -0.7553], [-0.4533, 0.4074, -0.7399], [-0.6570, 0.6892, -0.9018], [0.2866, -1.2513, 0.8301], [1.3432, 0.9859, -0.8820], [-0.0593, -1.4198, -0.0417], [0.2106, -0.2427, 0.1885], [0.5664, 0.6899, -0.2638], [0.1097, -0.3736, 0.1983], [-0.0394, -0.2194, -0.1279], [0.0852, -0.0377, 0.1215], [-0.1797, -0.2137, -0.3812], [-0.3778, 0.4123, 0.8407], [-0.3956, 0.1176, -0.8314], [-0.0623, -0.0565, 0.1963], [0.1712, -0.0947, -0.1831], [0.3350, 0.7291, -0.1210], [-0.5510, 0.0913, 0.9908], [-0.7037, 0.1784, 0.3826], [-0.0075, 1.9794, -0.3579], [-0.0745, -0.2967, 0.5810], [-0.0829, 0.3758, 0.2592], [0.0742, 0.0848, 1.1245], [0.7724, -0.7502, -0.8055], [-0.9924, -1.6675, -0.2248], [0.2273, -0.0754, 0.0014], [0.0741, -0.4369, -0.0718], [-0.0089, 0.1951, -0.3015], [0.1029, 0.4370, -0.0060], [0.0998, -0.3664, 0.1173], [0.2305, -0.2707, -0.2600], [-0.1742, -0.1806, 0.0434], [-0.6059, 0.2186, -0.5921], [0.5894, 0.2549, 0.4443], [-0.0992, -0.0572, -0.3474], [-0.1266, 0.5320, 0.2629], [0.0446, -1.8526, 0.8633], [-0.2293, 1.7990, -2.7441], [-1.2896, -0.2004, 0.8346], [-0.1940, -0.4557, 0.6645], [0.4717, -0.2021, 0.1930], [0.1843, -0.0829, 0.6404], [0.3319, -0.0865, -0.6181], [0.0867, -0.2962, -0.0192], [0.2130, 0.0964, 0.7751], [0.1597, -0.0619, 0.1310], [-0.1621, -0.5552, 0.2518], [-0.2946, 0.2543, -0.8976], [-0.0654, 0.0259, -0.3515], [0.5801, 0.5572, 0.6965], [-0.0272, 0.6568, -0.8657], [0.2858, 0.1099, -0.0250], [-0.0208, 0.2403, 0.4968], [1.2881, -1.0938, 0.5827], [0.0499, -0.3322, -1.3047], [1.2825, 0.8642, -2.4909], [-0.9150, 0.2787, 0.3015], [-0.3654, -0.2527, 0.4081], [-0.6436, 0.2907, 1.4012], [0.2788, 0.1484, -0.0050], [-0.3349, 0.2885, -0.2906], [-0.0010, 0.8620, 0.1851], [-0.0182, -0.8014, -0.5757], [-0.3237, 0.0106, 0.2206], [-0.0364, -0.0327, 0.0636], [0.0742, -0.3770, 0.0780], [0.2476, -0.2757, 0.3590], [0.1107, 0.6069, 0.5722], [-0.4420, 0.0788, -0.0267], [-0.3358, -0.3064, 0.5662], [-0.5908, 0.5451, -0.6587], [-0.4485, -0.6363, 2.3811], [0.5445, 2.1984, -0.2797], [0.4633, -1.2355, -0.1503], [0.0246, 0.6736, 0.2507], [0.2791, -0.0429, -1.5109], [0.0114, -0.0386, 0.1190], [0.1145, 0.2369, -0.4130], [-0.3905, -0.1335, -0.1671], [-0.5642, -0.0710, 0.7374], [-0.3932, -0.2985, -0.1750], [0.3071, 0.3229, 0.0897], [0.4618, -0.2733, 0.1628], [-0.1369, 0.0326, -0.0812], [-0.1929, -0.6078, -0.0766], [-0.2128, 0.1547, 0.6514], [0.5792, -0.9014, -0.7932], [-0.3378, 0.6669, -0.7040], [0.3466, -0.8646, -0.6128], [-0.0741, 1.0276, -0.3474], [-0.4084, -2.2564, 0.2806], [1.1071, 0.0480, -0.7288], [-0.2340, 0.4451, 0.7415], [-0.4306, -0.0663, 0.5857], [-0.0783, 0.0740, -0.0475], [0.2769, 0.4645, -0.0498], [-0.0291, 0.2749, -0.6666], [0.0988, -0.1300, 0.1276], [0.1853, 0.1515, -0.2740], [-0.0482, 0.9159, 0.6097], [0.3551, -0.0358, 0.0776], [-0.1947, 0.2223, -0.2103], [-0.4307, -0.2311, 0.8300], [0.1683, -0.3957, 0.5405]],
  "e_tot_ha": -3288.69547,
  "s2": 2.0046,
  "multiplicity": 3,
  "e_homo_ev": [-7.8470, -8.5699],
  "orbital_gap_ev": [8.32, 9.04]
}